{"formula": "C24H60BN6O11S", "method": "ωB97M-V/def2-TZVPD", "symbols": ["C", "B", "O", "N", "C", "N", "C", "C", "O", "O", "N", "N", "C", "C", "C", "C", "S", "C", "N", "N", "C", "O", "H", "H", "H", "H", "H", "H", "H", "H", "H", "H", "H", "H", "H", "H", "H", "H", "H", "H", "C", "C", "O", "H", "H", "H", "H", "H", "H", "C", "C", "O", "H", "H", "H", "H", "H", "H", "C", "C", "O", "H", "H", "H", "H", "H", "H", "C", "C", "O", "H", "H", "H", "H", "H", "H", "C", "C", "O", "H", "H", "H", "H", "H", "H", "C", "C", "O", "H", "H", "H", "H", "H", "H", "C", "C", "O", "H", "H", "H", "H", "H", "H"], "positions_angstrom": [[-3.4100, -0.0842, 2.5303], [-2.1526, -0.6071, 1.6070], [-0.8788, -1.1811, 2.1620], [-2.2110, -0.4833, 0.0674], [-2.7078, -1.5744, -0.6013], [-3.1464, -2.7622, 0.2346], [-3.5567, -3.7086, -0.8816], [-4.0771, -5.2062, -0.4638], [-4.3836, -5.2303, 0.9918], [-5.5677, -4.6979, 1.1236], [-3.3480, -3.0311, -2.2187], [-2.8320, -1.7198, -2.1013], [-2.4778, -0.8108, -3.2561], [-2.7034, 0.7892, -2.9826], [-2.5855, 1.5261, -4.4796], [-1.0957, 2.2825, -4.5443], [0.3415, 1.0817, -4.6898], [0.9392, 0.4964, -3.0068], [1.6387, 1.2480, -1.8728], [1.9435, 0.4566, -0.7472], [1.5007, -0.9929, -1.0381], [0.9142, -0.8557, -2.3877], [-2.9663, 0.3050, 3.5511], [-4.2118, -0.9317, 2.6612], [-3.9164, 0.8265, 1.9975], [-0.1558, -1.0776, 1.4570], [-1.8414, 0.3961, -0.3552], [-3.1470, -5.9424, -0.5955], [-4.9281, -5.6442, -1.1372], [-5.4953, -3.6934, 1.1615], [-3.5337, -3.4806, -3.1597], [-3.2078, -1.1049, -4.1529], [-1.3972, -1.0821, -3.6288], [-3.7428, 1.0781, -2.5290], [-1.8058, 1.2636, -2.3543], [-3.4231, 2.3248, -4.6613], [-2.5348, 0.6758, -5.2827], [-0.9234, 2.9308, -3.5688], [-1.0404, 3.0273, -5.4735], [1.6068, -1.9363, -0.3395], [0.6356, -6.9829, 0.5701], [-0.1744, -6.7777, -0.6934], [-0.8085, -5.5075, -0.6621], [-0.0069, -6.9161, 1.4541], [1.1274, -7.9597, 0.5636], [1.3988, -6.2045, 0.6716], [-0.9499, -7.5445, -0.7797], [0.4632, -6.8302, -1.5811], [-0.1108, -4.8333, -0.5938], [2.6429, 1.8115, 3.2816], [2.7108, 3.1074, 2.5003], [3.6274, 2.9772, 1.4237], [3.6306, 1.5453, 3.6718], [1.9436, 1.8967, 4.1182], [2.3223, 0.9868, 2.6368], [3.0524, 3.9242, 3.1428], [1.7294, 3.3737, 2.0960], [3.3105, 2.2549, 0.8546], [-6.7691, -1.3396, -0.3908], [-7.3756, -1.5419, -1.7639], [-6.3507, -1.5818, -2.7459], [-6.1938, -0.4086, -0.3576], [-7.5466, -1.3021, 0.3773], [-6.0749, -2.1516, -0.1505], [-8.0515, -0.7173, -2.0091], [-7.9418, -2.4772, -1.8089], [-5.7607, -2.3224, -2.5238], [7.0051, 0.4284, 1.8786], [6.4488, -0.7993, 2.5697], [5.1362, -0.5366, 3.0431], [7.0275, 1.2800, 2.5664], [8.0186, 0.2438, 1.5116], [6.3714, 0.7179, 1.0339], [7.0725, -1.0721, 3.4260], [6.4111, -1.6519, 1.8847], [4.5883, -0.3035, 2.2740], [-8.0558, 0.3752, -6.1527], [-7.1815, -0.7367, -6.6947], [-5.8531, -0.5861, -6.2163], [-7.6664, 1.3528, -6.4549], [-9.0826, 0.2761, -6.5159], [-8.0661, 0.3611, -5.0579], [-7.1564, -0.7055, -7.7879], [-7.5571, -1.7171, -6.3860], [-5.8853, -0.6237, -5.2450], [4.9241, 4.8261, 5.7848], [4.9920, 6.1220, 5.0035], [5.9086, 5.9918, 3.9269], [5.9118, 4.5599, 6.1750], [4.2248, 4.9113, 6.6214], [4.6036, 4.0014, 5.1399], [5.3336, 6.9389, 5.6460], [4.0106, 6.3883, 4.5992], [5.5917, 5.2695, 3.3578], [10.1423, 5.3845, 3.4914], [9.2576, 4.1580, 3.4052], [8.1169, 4.3235, 4.2345], [10.4624, 5.5561, 4.5243], [11.0287, 5.2710, 2.8610], [9.5963, 6.2790, 3.1744], [9.8000, 3.2703, 3.7435], [8.9229, 3.9871, 2.3774], [7.6377, 5.1095, 3.9204]], "atomic_forces_ev_per_a": [[0.596, 0.362, -0.005], [1.871, -1.083, 1.850], [-2.270, 2.301, -2.972], [-0.328, -1.138, -0.499], [-0.247, -0.978, -0.880], [-0.346, 0.141, -8.246], [1.796, 4.438, 0.765], [1.753, -1.094, -0.349], [4.430, -1.038, -3.731], [-4.899, 3.131, 0.839], [-1.007, -2.534, 2.784], [-0.256, -0.888, 5.441], [-0.483, 0.031, -1.476], [0.612, 0.624, -0.897], [1.714, -0.197, 0.513], [-1.472, 1.155, 1.045], [0.470, -0.714, 1.604], [3.002, 0.007, 7.579], [-1.842, -3.065, -1.873], [-2.554, -4.282, -3.843], [0.220, 7.484, -2.794], [0.031, -0.366, 0.777], [-1.188, -1.039, -1.885], [1.577, 1.668, -0.044], [0.823, -1.729, 0.954], [-1.541, -0.410, 1.446], [-0.680, -1.414, -0.091], [-1.823, 1.914, 0.328], [1.282, 1.294, 1.474], [0.418, -1.512, 0.148], [0.495, 0.936, 1.643], [1.400, 0.542, 2.078], [-2.007, 0.803, 0.901], [2.037, -0.991, -0.650], [-2.075, -1.230, -1.077], [1.588, -1.776, 0.304], [-0.526, 1.868, 1.264], [-0.385, -1.265, -2.089], [0.217, -1.912, 1.908], [-0.371, 1.941, -2.193], [-0.015, -0.156, 0.172], [0.503, -0.147, 0.178], [-0.203, 0.744, -0.193], [0.046, -0.083, -0.156], [0.003, 0.139, 0.039], [0.040, -0.122, -0.082], [-0.016, 0.229, -0.037], [-0.021, -0.202, 0.009], [-0.405, -0.414, 0.024], [0.066, 0.012, 0.330], [-0.028, -0.432, -0.185], [0.095, -0.075, -0.304], [-0.146, 0.082, -0.009], [0.029, -0.100, -0.047], [-0.120, 0.055, 0.003], [0.041, -0.046, -0.197], [-0.118, 0.112, 0.165], [0.133, 0.368, 0.200], [-0.093, 0.185, 0.197], [-0.019, -0.182, 0.333], [0.602, -0.140, -0.467], [-0.128, -0.051, -0.008], [0.128, -0.021, -0.020], [-0.093, -0.036, -0.029], [0.197, -0.137, -0.121], [-0.139, 0.106, 0.096], [-0.378, 0.387, -0.080], [0.197, 0.145, -0.001], [0.012, 0.234, -0.277], [-0.533, -0.077, -0.037], [0.044, -0.155, -0.040], [-0.081, 0.062, -0.022], [0.084, -0.074, -0.018], [-0.271, 0.018, -0.029], [0.214, -0.074, -0.007], [0.344, -0.028, 0.433], [-0.164, 0.156, -0.063], [-0.226, 0.104, 0.257], [0.604, -0.061, 0.380], [-0.067, -0.159, -0.062], [0.069, 0.054, 0.090], [-0.081, -0.100, -0.057], [0.193, -0.030, 0.188], [-0.155, 0.003, -0.124], [-0.155, -0.010, -0.419], [0.041, -0.095, 0.260], [-0.106, -0.330, 0.134], [0.033, 0.027, -0.619], [-0.137, 0.092, -0.060], [0.025, -0.057, -0.067], [-0.064, 0.051, 0.050], [0.063, -0.072, -0.255], [-0.067, 0.090, 0.129], [0.100, 0.326, 0.236], [0.247, 0.098, -0.012], [-0.157, 0.288, 0.161], [-0.016, -0.139, -0.111], [-0.017, -0.115, -0.139], [-0.038, 0.089, 0.038], [0.057, -0.099, -0.079], [-0.177, 0.060, 0.019], [0.191, -0.074, -0.136], [0.000, -0.210, 0.395]], "mulliken_charge": [-0.82, 0.55, -0.56, 0.34, -0.06, -0.46, 0.11, -0.08, -0.16, -0.36, -0.32, 0.64, -0.54, -0.17, -0.53, -0.69, -0.01, 0.20, -0.33, 0.04, -0.15, -0.26, 0.23, 0.27, 0.29, 0.26, 0.06, 0.00, 0.34, 0.31, 0.29, 0.36, 0.08, 0.25, 0.09, 0.33, 0.31, 0.36, 0.39, 0.39, -1.10, -0.21, -0.34, 0.28, 0.36, 0.33, 0.30, 0.26, 0.16, -0.84, -0.02, -0.50, 0.22, 0.38, 0.15, 0.11, 0.24, 0.25, -0.38, -0.36, -0.38, 0.18, 0.48, -0.33, 0.31, 0.31, 0.19, -0.89, -0.29, -0.45, 0.19, 0.36, 0.30, 0.29, 0.26, 0.22, -0.91, -0.19, -0.49, 0.26, 0.36, 0.19, 0.29, 0.25, 0.23, -0.64, -0.35, -0.59, 0.24, 0.37, 0.00, 0.34, 0.27, 0.29, -1.12, -0.15, -0.42, 0.26, 0.36, 0.33, 0.30, 0.23, 0.30], "e_above_lowest_ev": 10.9119, "lumo_energy_ev": -3.6, "charge": 1, "homo_energy_ha": -0.3955, "e_tot_ev": -68815.3490, "molar_mass_g_mol": 651.65}

{"formula": "C11H14N2O", "method": "ωB97M-V/def2-TZVPD", "symbols": ["C", "C", "C", "C", "C", "C", "C", "O", "H", "H", "H", "H", "H", "H", "H", "H", "C", "C", "C", "C", "N", "N", "H", "H", "H", "H", "H", "H"], "positions_angstrom": [[2.2263, 1.1094, -2.2788], [0.9253, -1.9468, -0.4118], [1.4990, -1.7243, 0.8222], [1.1710, -1.0221, -1.4300], [1.9023, 0.1243, -1.1798], [2.2821, -0.6070, 1.1045], [2.4427, 0.3257, 0.0992], [1.2447, -2.6896, 1.7719], [0.3704, -2.8403, -0.6126], [0.6888, -1.2409, -2.3762], [2.5674, -0.3980, 2.1262], [1.8546, -2.6959, 2.4560], [3.0121, 1.8088, -2.0050], [1.3320, 1.7082, -2.4872], [3.0198, 1.2329, 0.1855], [2.4650, 0.6153, -3.2125], [-1.9802, 1.2111, -1.1656], [-1.6747, 0.1305, 1.1639], [-2.3379, 0.8873, 0.2432], [-3.6485, 0.7488, 1.9281], [-2.5497, 0.0493, 2.2332], [-3.5514, 1.2836, 0.7368], [-0.6723, -0.2365, 1.2910], [-2.3490, -0.4771, 3.0605], [-0.9928, 0.8139, -1.4033], [-2.0405, 2.2717, -1.4045], [-4.5010, 0.8101, 2.5840], [-2.7056, 0.7474, -1.8390]], "atomic_forces_ev_per_a": [[-0.972, 0.212, 0.138], [0.745, 0.853, -0.542], [0.194, -0.708, 0.731], [-0.772, -0.569, 0.591], [0.891, 0.136, -0.108], [-0.916, 0.204, -0.093], [-0.085, -0.066, -1.053], [-1.980, -0.104, -1.945], [-0.248, -0.287, 0.121], [0.293, 0.302, -0.215], [0.363, -0.127, 0.008], [1.881, 0.263, 1.925], [0.137, -0.121, 0.021], [0.079, 0.077, -0.035], [0.137, 0.054, 0.579], [0.253, -0.149, -0.107], [0.061, -0.188, -0.233], [-0.295, 0.217, 0.586], [0.109, 0.261, -0.446], [-0.418, 0.223, -0.196], [0.926, -0.375, 0.116], [-0.478, -0.150, 0.094], [0.025, -0.183, -0.458], [-0.187, 0.024, 0.241], [0.006, 0.155, -0.073], [0.202, 0.126, 0.272], [-0.004, 0.084, 0.028], [0.052, -0.163, 0.054]], "nbo_charge": [-0.63, -0.26, 0.29, -0.19, -0.05, -0.30, -0.17, -0.68, 0.23, 0.21, 0.22, 0.48, 0.21, 0.22, 0.21, 0.22, -0.64, -0.13, 0.11, 0.17, -0.52, -0.47, 0.22, 0.41, 0.21, 0.22, 0.19, 0.22], "e_above_lowest_ev": 1.2090, "lumo_energy_ev": 0.7, "charge": 0, "homo_energy_ha": -0.3082, "smiles": "Cc1ccc(O)cc1.Cc1c[nH]cn1", "e_tot_ev": -16661.7036, "molar_mass_g_mol": 190.25}

{"formula": "C15H32F3N3O6P", "method": "ωB97M-V/def2-TZVPD", "symbols": ["C", "P", "O", "N", "C", "C", "C", "F", "C", "F", "F", "C", "O", "C", "O", "O", "H", "H", "H", "H", "H", "H", "H", "H", "H", "H", "C", "C", "C", "O", "C", "N", "H", "H", "H", "H", "H", "H", "H", "H", "H", "H", "H", "C", "C", "C", "O", "C", "N", "H", "H", "H", "H", "H", "H", "H", "H", "H", "H", "H"], "positions_angstrom": [[-2.7703, -1.5068, -2.7110], [-1.8987, -0.6812, -1.1852], [-2.7533, 0.8658, -1.0323], [-0.2244, -0.2269, -1.5491], [0.5803, -1.3004, -2.2218], [0.5564, -2.7765, -1.5222], [0.1767, -4.0248, -2.5121], [0.7208, -5.3833, -2.1398], [-0.6690, -3.9773, -3.7336], [-0.2367, -3.2846, -4.9788], [-1.9896, -4.7046, -3.7104], [0.4840, 0.4787, -0.4275], [1.7479, 1.1564, -0.8104], [0.8038, -0.4206, 0.9016], [2.1152, -0.6181, 1.2129], [-0.1718, -1.0792, 1.7830], [-2.9917, -2.6558, -2.5379], [-3.8027, -0.9765, -2.9661], [-2.1031, -1.3616, -3.6893], [-3.2515, 0.9022, -0.1638], [0.1975, -1.3558, -3.3507], [1.7246, -0.9724, -2.3165], [1.6687, -2.9863, -1.1417], [-0.1070, -2.8433, -0.5336], [-0.2420, 1.3563, -0.0683], [1.8890, 1.8311, -0.0561], [1.3338, -3.1383, 5.8477], [1.9007, -2.8335, 4.4637], [3.1642, -3.6560, 4.1216], [4.3599, -3.1825, 4.7487], [4.5496, -3.6494, 6.0755], [2.1534, -1.3879, 4.3592], [1.9331, -2.7068, 6.6538], [0.3238, -2.7226, 5.9455], [1.2645, -4.2182, 6.0129], [1.1271, -3.0997, 3.7335], [3.3430, -3.5633, 3.0434], [3.0163, -4.7241, 4.3191], [4.1857, -4.6723, 6.2105], [4.0659, -2.9744, 6.7833], [5.6229, -3.6347, 6.2890], [2.4493, -1.1775, 3.4049], [2.9860, -1.1846, 4.9193], [-3.0610, 6.5110, -2.0858], [-2.3714, 5.2625, -1.5424], [-1.1068, 4.8630, -2.3366], [-1.3773, 4.2089, -3.5800], [-1.6428, 5.0908, -4.6600], [-3.3468, 4.1622, -1.4920], [-3.6044, 6.3223, -3.0154], [-3.7927, 6.8878, -1.3612], [-2.3356, 7.3100, -2.2694], [-2.0576, 5.4892, -0.5163], [-0.5507, 4.1323, -1.7366], [-0.4353, 5.7172, -2.4827], [-1.0503, 6.0086, -4.6003], [-2.7078, 5.3246, -4.7001], [-1.3849, 4.5742, -5.5897], [-2.9052, 3.3561, -1.0475], [-3.5018, 3.8505, -2.4549]], "atomic_forces_ev_per_a": [[0.138, 0.574, -2.299], [-1.634, 0.101, 1.874], [0.431, -1.055, 0.208], [1.116, -0.064, -0.419], [0.467, -0.116, -1.703], [2.039, -1.537, 0.247], [-0.359, 0.124, -2.191], [-2.652, 3.430, -0.175], [0.872, -0.519, 1.971], [-2.496, -1.623, 4.055], [4.480, 1.540, -1.369], [-0.898, 1.506, 2.206], [-1.807, 0.483, 1.151], [1.840, -4.614, 5.459], [-5.587, 1.423, -2.021], [3.866, 3.874, -5.468], [0.749, 2.512, -0.119], [2.211, -0.933, 0.834], [-1.489, -0.560, 1.854], [1.191, -0.559, -1.414], [0.763, -0.083, 2.468], [-2.702, -0.528, 0.481], [-2.487, 0.393, -0.709], [1.055, 0.192, -2.243], [1.203, -2.105, -0.787], [-0.218, -1.940, -1.747], [-0.281, -0.093, 0.126], [0.313, 0.367, 0.206], [-0.160, 0.361, -0.410], [-0.124, -0.625, 0.218], [0.213, 0.411, -0.318], [0.481, -0.334, 0.084], [0.030, -0.014, -0.102], [0.215, -0.009, -0.098], [0.021, 0.011, 0.036], [0.188, 0.134, -0.083], [0.027, 0.132, 0.193], [0.039, -0.071, 0.221], [-0.108, 0.028, -0.003], [-0.107, -0.159, 0.185], [-0.066, -0.007, -0.114], [-0.538, 0.155, -0.214], [-0.255, -0.114, -0.023], [-0.105, 0.293, 0.143], [-0.212, -0.165, -0.479], [-0.059, -0.444, 0.216], [0.239, 0.636, 0.186], [-0.060, -0.487, 0.005], [0.340, -0.038, -0.042], [0.106, -0.073, 0.081], [0.115, -0.140, -0.111], [-0.043, -0.047, -0.028], [0.077, -0.121, -0.088], [-0.128, -0.021, -0.176], [-0.078, 0.115, -0.136], [-0.055, 0.032, 0.080], [-0.015, 0.249, -0.076], [0.035, -0.010, 0.167], [-0.148, 0.055, -0.097], [0.013, 0.076, 0.307]], "nbo_charge": [-1.01, 1.23, -1.02, -0.78, -0.25, -0.54, 0.33, -0.36, 0.60, -0.33, -0.35, 0.16, -0.72, 0.66, -0.76, -0.81, 0.25, 0.25, 0.22, 0.50, 0.21, 0.26, 0.26, 0.31, 0.19, 0.48, -0.61, -0.09, -0.08, -0.55, -0.25, -0.83, 0.19, 0.22, 0.19, 0.22, 0.20, 0.15, 0.16, 0.16, 0.18, 0.40, 0.33, -0.61, -0.08, -0.08, -0.54, -0.25, -0.84, 0.20, 0.21, 0.20, 0.19, 0.20, 0.16, 0.16, 0.16, 0.19, 0.37, 0.36], "lumo_energy_ev": 1.1, "charge": -1, "homo_energy_ha": -0.1654, "e_tot_ev": -50262.0555, "molar_mass_g_mol": 438.40}